No. 1
Molecular formula: C19H22N
Method: DFT, ωB97M-V/def2-TZVPD

```
42
Properties=species:S:1:pos:R:3:mulliken_charge:R:1
C -4.331 3.290 -1.471 -0.947
N -3.118 2.469 -1.276 0.262
C -2.418 2.245 -2.614 -0.873
C -3.578 1.094 -0.899 -0.701
C -2.410 0.194 -0.470 -0.888
C -1.153 0.704 -0.127 1.331
C -0.013 -0.163 -0.036 -0.698
C 1.217 0.074 0.641 -1.060
C 2.442 -0.739 0.640 0.195
C 3.615 -0.323 0.062 -0.213
C 4.818 -0.975 0.173 -0.661
C 4.919 -2.260 0.713 -0.789
C 3.716 -2.896 1.135 0.726
C 3.711 -4.204 1.572 -0.478
C 2.613 -4.825 2.116 -0.556
C 1.490 -4.056 2.440 -0.599
C 1.354 -2.735 1.914 -0.629
C 2.477 -2.096 1.231 0.803
C -0.963 2.141 -0.015 -0.702
C -2.256 2.939 -0.211 -1.014
H -4.012 4.322 -1.607 0.383
H -5.058 3.211 -0.728 0.369
H -4.758 2.986 -2.447 0.401
H -2.426 3.197 -3.214 0.368
H -3.048 1.613 -3.218 0.409
H -1.357 1.835 -2.592 0.310
H -4.265 1.223 -0.031 0.348
H -4.194 0.703 -1.775 0.544
H -2.450 -0.884 -0.552 0.449
H -0.086 -1.168 -0.395 0.493
H 1.362 1.077 1.070 0.357
H 3.531 0.699 -0.414 0.326
H 5.726 -0.524 -0.383 0.260
H 5.905 -2.613 0.930 0.392
H 4.621 -4.788 1.667 0.320
H 2.705 -5.865 2.420 0.372
H 0.640 -4.470 2.972 0.372
H 0.528 -2.149 2.239 0.424
H -0.334 2.459 -0.884 0.263
H -0.510 2.336 0.979 0.578
H -2.717 2.911 0.776 0.425
H -1.935 4.010 -0.331 0.331
```

SMILES: C[N+]1(C)CC=C(/C=C/c2cccc3ccccc23)CC1
Total charge: +1
E_tot, eV: -21541.20297

***

No. 2
Molecular formula: C19H22N2O3
Method: DFT, ωB97M-V/def2-TZVPD

```
46
Properties=species:S:1:pos:R:3:mulliken_charge:R:1
O 3.185 -0.324 -0.201 -0.693
C 1.968 -0.228 0.316 0.489
N 1.158 -1.408 0.439 0.162
H 0.321 -1.249 0.623 0.360
C 1.710 -2.378 -0.353 -0.927
H 1.720 -3.450 0.342 0.277
H 2.938 -2.550 -0.618 0.331
C 0.687 -2.770 -1.634 -0.844
N 0.511 -1.558 -2.367 0.546
C 1.700 -1.139 -3.025 -0.697
C 1.335 0.057 -3.701 -0.554
H 2.178 0.520 -4.428 0.265
O 0.308 0.474 -4.372 -0.382
C -0.901 -0.249 -3.611 -0.887
C -0.690 -1.489 -3.165 -0.637
H -1.380 -1.962 -2.481 0.425
H -0.434 -2.202 -3.854 0.498
H -1.619 -0.149 -4.262 0.600
H -1.162 0.502 -2.741 0.155
H 1.394 0.795 -2.741 0.114
H 2.564 -1.094 -2.519 0.650
H 1.944 -2.080 -3.951 0.279
H -0.271 -3.284 -1.190 0.377
H 1.253 -3.808 -2.165 0.265
C 1.194 1.061 0.518 1.381
C 2.231 2.111 0.786 -1.105
C 1.994 3.481 1.189 -1.023
C 0.402 3.457 1.460 -0.560
C -0.208 2.404 1.442 -0.462
C 0.142 1.190 1.132 0.557
O -0.915 0.135 0.919 -0.681
C -1.877 0.176 1.778 0.653
C -1.745 0.366 3.230 0.101
C -2.692 0.307 4.067 -0.563
C -3.908 -0.277 3.585 -0.239
C -4.238 -0.806 2.256 -0.963
C -3.146 -0.336 1.322 -0.543
H -2.996 -0.915 0.467 0.346
H -5.036 -1.108 1.866 0.655
H -4.780 -0.637 4.186 0.275
H -2.580 0.420 5.272 0.227
H -0.631 0.552 3.555 0.191
H -1.276 2.605 1.646 0.274
H 0.327 4.577 1.801 0.252
H 2.544 4.165 1.025 0.691
H 3.275 2.015 0.568 0.361
```

E_tot, eV: -29165.56373

***

No. 3
Molecular formula: C19H22N2O4
Method: DFT, ωB97M-V/def2-TZVPD

```
47
Properties=species:S:1:pos:R:3:mulliken_charge:R:1
C 4.643 2.458 1.999 -0.736
O 3.433 2.244 1.324 -0.298
C 3.514 1.206 0.379 -0.602
C 2.206 1.031 -0.341 0.648
C 1.195 1.963 -0.240 -0.562
C -0.018 1.791 -0.909 0.116
C -1.086 2.789 -0.741 -0.532
N -2.308 2.582 -0.460 -1.128
N -2.729 1.318 -0.254 0.721
C -3.976 0.997 0.195 0.547
O -4.889 1.773 0.315 -0.627
C -4.114 -0.500 0.518 -0.994
C -2.807 -1.234 0.575 0.088
C -2.409 -2.088 -0.450 -0.508
C -1.164 -2.679 -0.434 -0.770
C -0.270 -2.421 0.605 0.809
O 0.950 -3.021 0.507 -0.429
C 1.907 -2.757 1.505 -0.828
C -0.666 -1.589 1.646 -0.360
C -1.924 -1.013 1.626 -0.242
C -0.178 0.663 -1.709 -0.564
C 0.836 -0.271 -1.835 -0.526
C 2.032 -0.104 -1.151 0.427
O 3.088 -0.961 -1.208 -0.461
C 2.964 -2.131 -1.986 -0.867
H 5.444 2.737 1.304 0.300
H 4.956 1.563 2.552 0.286
H 4.469 3.273 2.698 0.245
H 3.789 0.257 0.872 0.321
H 4.306 1.420 -0.359 0.398
H 1.350 2.825 0.389 0.562
H -0.812 3.833 -0.820 0.491
H -2.035 0.570 -0.287 0.067
H -4.769 -0.932 -0.242 0.304
H -4.640 -0.560 1.473 0.368
H -3.082 -2.288 -1.271 0.343
H -0.856 -3.345 -1.225 0.489
H 2.137 -1.689 1.564 0.214
H 1.574 -3.115 2.484 0.436
H 2.801 -3.303 1.208 0.235
H -0.008 -1.378 2.473 0.440
H -2.217 -0.361 2.436 0.389
H -1.083 0.529 -2.285 0.543
H 0.679 -1.126 -2.472 0.353
H 3.914 -2.652 -1.882 0.264
H 2.156 -2.768 -1.617 0.277
H 2.797 -1.893 -3.041 0.355
```

SMILES: COCc1cc(/C=N\NC(=O)Cc2ccc(OC)cc2)ccc1OC
E_tot, eV: -31228.62057

***

No. 4
Molecular formula: C19H22N2O4
Method: DFT, ωB97M-V/def2-TZVPD

```
47
Properties=species:S:1:pos:R:3:mulliken_charge:R:1
C 1.997 2.308 2.073 -0.768
O 0.975 1.359 1.868 -0.452
C 1.156 0.286 1.057 0.162
C 0.081 -0.604 1.056 -0.306
C 0.113 -1.770 0.314 0.648
C -1.001 -2.754 0.337 -0.297
O -0.840 -3.955 0.406 -0.653
N -2.267 -2.242 0.274 -0.475
N -2.512 -0.943 0.025 0.159
C -3.685 -0.485 -0.106 1.042
C -4.960 -1.282 0.004 -1.806
C -3.821 0.983 -0.406 -1.242
C -2.497 1.685 -0.537 0.775
C -2.113 2.658 0.373 -0.530
C -0.910 3.326 0.226 -0.797
C -0.073 3.018 -0.831 -0.468
C -0.435 2.030 -1.730 -0.627
C -1.642 1.372 -1.586 -0.174
C 1.255 -2.088 -0.411 -0.864
C 2.326 -1.213 -0.435 0.537
O 3.426 -1.559 -1.195 -0.518
C 4.610 -1.794 -0.454 -0.743
C 2.280 0.003 0.268 0.843
O 3.348 0.885 0.201 -0.514
C 3.592 1.422 -1.087 -0.653
H 2.181 2.907 1.178 0.188
H 2.930 1.837 2.389 0.351
H 1.626 2.956 2.868 0.270
H -0.772 -0.344 1.659 0.465
H -3.022 -2.928 0.303 0.270
H -5.825 -0.641 -0.130 0.388
H -4.987 -2.064 -0.756 0.377
H -5.027 -1.759 0.983 0.396
H -4.416 1.445 0.388 0.453
H -4.386 1.085 -1.339 0.378
H -2.762 2.905 1.201 0.319
H -0.629 4.090 0.936 0.417
H 0.858 3.555 -0.957 0.569
H 0.219 1.775 -2.551 0.377
H -1.926 0.608 -2.294 0.376
H 1.316 -3.015 -0.958 0.504
H 5.378 -2.032 -1.188 0.268
H 4.912 -0.918 0.125 0.263
H 4.477 -2.643 0.224 0.334
H 2.736 2.013 -1.427 0.127
H 3.800 0.643 -1.824 0.342
H 4.463 2.067 -0.978 0.289
```

SMILES: COc1cc(C(=O)N/N=C(\C)Cc2ccccc2)cc(OC)c1OC
E_tot, eV: -31228.34791

***

No. 5
Molecular formula: C19H22N2O4
Method: DFT, ωB97M-V/def2-TZVPD

```
47
Properties=species:S:1:pos:R:3:mulliken_charge:R:1
C 2.204 2.167 3.767 -0.575
H 1.804 2.093 4.850 0.243
O 1.774 3.457 3.288 -0.415
C 2.260 3.867 2.085 -0.366
C 1.384 3.273 1.123 -1.538
H 0.653 2.848 1.460 1.254
H 1.444 3.883 0.263 0.242
C 2.165 2.076 0.313 -1.040
N 1.339 1.294 -0.562 0.270
C 1.292 1.385 -1.823 1.425
C 0.490 0.637 -2.851 0.007
C -0.354 -0.240 -2.122 -0.477
C -0.315 -0.492 -0.484 -0.095
N -0.925 -1.559 -0.012 0.005
C -1.941 -2.335 -0.355 0.716
O -2.009 -2.557 -1.523 -0.679
C -2.382 -3.312 0.869 0.580
C -2.471 -2.863 2.068 -0.097
C -3.253 -3.758 2.877 -0.508
C -3.445 -5.018 2.546 -0.491
C -3.471 -5.296 1.283 -0.249
C -2.689 -4.555 0.225 -0.752
H -2.738 -4.894 -0.803 0.373
H -3.591 -6.431 0.935 0.218
H -4.201 -5.501 3.175 0.302
H -3.300 -3.426 3.976 0.256
H -2.252 -1.839 2.506 0.325
H -0.745 -1.512 0.903 -0.041
C 0.785 0.248 0.164 0.329
O 0.781 0.038 1.406 -0.727
H -1.038 -0.996 -2.687 0.363
C 0.253 0.899 -4.092 0.956
O 1.185 1.262 -4.840 -0.649
C -0.936 0.335 -4.605 -1.421
H -1.002 0.720 -5.675 0.396
H -0.933 -0.884 -4.985 0.308
H -1.967 0.652 -4.136 0.362
C 2.375 2.337 -2.470 -1.760
H 2.079 3.413 -1.922 0.263
H 3.338 2.214 -2.599 0.428
H 1.974 2.536 -3.390 0.479
H 3.398 2.283 -0.313 0.230
H 2.659 1.387 1.162 0.452
H 3.449 3.715 2.048 0.299
H 2.162 5.089 1.887 0.291
H 1.479 1.416 3.298 0.168
H 3.230 1.946 3.771 0.342
```

E_tot, eV: -31216.07556

***

Number 1: frontier orbital gap 7.1 eV. Number 2: frontier orbital gap 8.4 eV. Number 3: frontier orbital gap 8.9 eV. Number 4: frontier orbital gap 8.9 eV. Number 5: frontier orbital gap 7.2 eV.